This record from the Open Molecules 2025 dataset describes a molecular structure, C20H29AlF15N2O6PS. The level of theory is ωB97M-V/def2-TZVPD.

The charge is +1. As for the spin multiplicity: 2. Its frontier orbital gap (spin up / spin down) is 6.466 / 8.059 eV. The HOMO energy (spin up / spin down) is -12.306 / -12.522 eV.

Last column: Mulliken spin population.
Positions of all 75 atoms, in Å:
1 C -4.0011 -2.4407 -4.3805  0.0000
2 H -0.1914 3.0967 -1.0668  -0.0007
3 C 5.7636 0.9641 -1.9731  0.0016
4 F -6.1661 -0.2284 0.9994  -0.0070
5 H 1.2288 1.9800 2.3267  0.0089
6 F -5.3106 -2.5253 -0.1384  0.0000
7 F -4.8052 2.0146 1.6686  0.0080
8 H 2.8493 -2.2510 -1.0645  0.0030
9 F -3.6149 -2.7493 1.3804  0.0000
10 C -3.9880 1.4865 0.7784  0.0111
11 C 2.3006 -1.4290 -1.5408  -0.0219
12 H 3.0204 -0.7153 -1.9527  0.0071
13 H 1.0002 -2.1331 2.5680  -0.0110
14 Al 5.3971 -1.3920 -1.0759  0.0027
15 H -2.0008 1.6204 -1.0916  0.0009
16 H -4.9295 -2.9309 -2.5681  0.0000
17 H 7.3125 -1.6756 -2.8686  0.0004
18 F -4.4726 1.6288 -0.4507  -0.0009
19 O 3.4677 -0.2842 0.5433  0.4617
20 C -0.2875 2.6060 -0.0994  0.0047
21 H 2.4502 3.4014 -1.2870  -0.0032
22 C -5.1848 -2.8472 -3.6218  0.0000
23 C -1.5668 1.7419 -0.0991  -0.0020
24 H -1.2700 0.7351 0.1927  -0.0002
25 C 2.8139 0.2600 2.9509  -0.0058
26 H 3.3712 1.1287 2.6213  0.0111
27 C 0.7693 -1.0916 2.7955  0.0028
28 H -0.3364 -1.5675 -1.2738  -0.0011
29 C -2.6526 2.2732 0.8049  -0.0069
30 F 9.0762 0.5597 -2.1767  0.0000
31 H -5.5445 -3.8096 -3.9797  0.0000
32 H 7.4552 -0.2429 -3.9037  0.0000
33 C 7.1603 -0.5963 -2.9178  0.0008
34 C 7.8597 0.1559 -1.8004  -0.0008
35 H -0.3708 3.3483 0.6933  -0.0025
36 F -2.7982 -0.2024 1.8490  0.0003
37 F -6.7627 -2.5158 1.5238  0.0000
38 H 3.4554 -0.6167 3.0583  0.0016
39 O -7.5274 2.3865 1.0698  1.0183
40 H -0.5007 -1.2747 0.4788  -0.0089
41 H 7.9319 -0.3903 -0.8564  -0.0004
42 H -0.2831 -0.9737 2.5264  -0.0023
43 O 5.7495 -0.2481 -2.6895  0.0005
44 C 1.4626 -0.7511 -0.4109  0.0100
45 O 7.0194 1.3021 -1.6227  0.0000
46 C 1.6538 -0.1175 1.9782  0.0033
47 H 1.9229 1.0038 -1.5730  0.0072
48 H 1.6419 -1.8041 -2.3190  -0.0008
49 O 1.9980 4.2095 0.8526  -0.0736
50 H 0.4564 -2.6328 -0.1618  -0.0038
51 C 0.9786 1.7610 0.2212  -0.0148
52 N -3.0730 -2.1241 -4.9616  0.0000
53 H 0.2272 0.5923 -1.5452  -0.0010
54 C -3.8006 -0.0736 0.9947  0.0000
55 H 2.3761 0.4253 3.9326  -0.0032
56 H 0.8311 -0.8984 3.8611  0.0016
57 O 4.7921 1.5785 -1.7285  -0.0003
58 S -5.1828 -2.6070 1.4309  0.0000
59 P 2.3646 2.9983 0.0709  0.0002
60 F -2.9633 3.5052 0.3440  -0.0012
61 C -5.0840 -0.7150 1.5616  0.0007
62 F -5.2864 -4.1667 1.3309  0.0000
63 F -5.1704 -2.7550 3.0002  0.0000
64 H -0.1729 1.0421 1.9612  -0.0062
65 N 2.2940 -0.7592 0.8057  0.4576
66 C 0.1753 -1.5864 -0.3139  0.0228
67 F 3.1190 3.1124 3.1140  -0.9149
68 F -5.1802 -0.4104 2.8182  0.0002
69 C 1.1102 0.6776 -0.9146  0.0295
70 H 3.5758 2.4249 0.5113  0.0070
71 F -2.2232 2.4779 2.0481  0.0003
72 F -3.4810 -0.5662 -0.1789  -0.0002
73 H -7.1358 1.5042 1.0227  -0.0225
74 C 0.8602 1.2025 1.6577  0.0323
75 H -5.9731 -2.1063 -3.7393  0.0000

Cartesian forces, eV/Å:
-0.91 -0.32 0.58
0.11 0.22 0.08
0.54 2.08 -0.10
-0.68 0.35 -1.57
-0.03 -0.01 0.10
0.52 0.25 -0.45
-0.67 0.27 0.62
-0.18 -0.26 -0.31
0.43 0.26 -0.22
1.17 -0.77 -0.10
0.02 0.15 1.00
-0.12 -0.02 -0.20
0.25 -0.01 0.27
-1.46 -1.38 1.62
0.01 0.23 -0.06
-0.02 -0.02 0.01
-0.25 -0.01 0.05
-0.76 0.27 -0.69
0.65 -0.71 -0.11
-0.26 -0.10 0.63
0.23 -0.82 0.00
0.11 0.05 -0.10
0.54 -0.75 -0.20
-0.34 -0.04 0.19
-0.42 -0.79 -0.23
0.16 -0.19 0.02
-0.67 -0.26 -1.14
-0.10 0.25 0.03
0.45 0.39 -1.02
-0.06 0.04 0.00
0.00 0.00 -0.01
-0.04 0.15 0.06
0.33 -0.18 -0.42
0.47 0.36 -0.41
0.04 0.32 -0.27
0.81 -0.76 0.85
-0.17 0.01 -0.11
0.23 0.17 0.00
-0.16 0.34 0.00
-0.03 0.00 -0.07
0.12 0.09 0.03
0.01 -0.01 0.06
0.73 0.23 -0.24
-0.49 -0.91 -2.17
-0.55 -0.81 -0.06
0.69 0.61 2.46
-0.09 -0.05 -0.08
0.17 -0.01 -0.14
0.36 0.11 0.62
-0.17 0.02 0.27
-0.46 -0.58 -1.31
0.84 0.29 -0.44
-0.09 0.13 0.14
-1.07 2.16 0.14
0.03 0.38 -0.06
0.19 -0.07 -0.01
-0.26 -0.42 -0.12
-1.46 -0.75 0.89
-1.05 0.77 0.92
-0.48 0.61 -0.28
0.43 -0.90 0.04
-0.02 -0.27 -0.25
0.58 0.01 0.24
-0.10 0.05 -0.36
-0.77 2.03 -0.88
0.60 -0.45 0.45
-0.13 0.40 -0.29
0.40 0.46 1.86
1.06 0.25 1.14
-0.10 -0.26 -0.50
0.17 -0.48 1.11
0.51 -0.95 -1.07
0.00 -0.16 0.01
0.65 -0.29 -0.41
0.00 0.00 -0.01